# C60H52N9O5PReS

A structure of composition C60H52N9O5PReS in a non-equilibrium geometry (ωB97M-V with the def2-TZVPD basis set, the Open Molecules 2025 dataset).

Expectation value of S²: 0.7631
Highest occupied orbital energy (alpha / beta), eV: -12.0038 / -11.6503
Spin multiplicity: 2
Total charge: +2
ΔE to the lowest compared entry with this formula, charge and spin, kcal per mole: 0.0
Electronic energy, a.u.: -4004.0065
LUMO energy (alpha / beta), eV: -4.51 / -4.59

XYZ file:
```
129
Properties=species:S:1:pos:R:3:forces:R:3
Re 0.348101 0.901858 0.170230 -2.0 -0.8 2.1
C -4.985781 -1.626886 -0.869618 -0.6 -0.2 -0.5
N -3.908021 -1.214470 -0.017518 0.7 0.3 0.2
C -2.794964 -0.531329 -0.392068 0.0 0.1 -0.4
N -1.999889 -0.328063 0.645523 1.6 0.8 -1.1
C -2.607186 -0.873725 1.721850 -0.6 -0.2 0.1
C -3.803912 -1.449883 1.320088 0.6 0.2 0.4
C -4.714825 -2.238390 2.141874 -0.3 -0.2 0.1
C -4.171130 -3.241039 2.945683 -0.1 0.0 -0.1
C -4.983607 -3.983412 3.779521 0.0 0.0 0.1
C -6.344527 -3.726973 3.829939 0.0 0.0 0.0
C -6.890721 -2.733011 3.035397 -0.1 0.0 0.0
C -6.084136 -1.992738 2.188071 0.1 0.0 0.0
C -2.140791 -0.771445 3.100654 0.1 0.0 0.3
C -0.856826 -1.153271 3.468747 -0.2 -0.1 0.0
C -0.466575 -1.076795 4.793708 0.1 0.0 0.0
C -1.350274 -0.618838 5.757471 0.1 0.0 0.1
C -2.629311 -0.232611 5.389930 -0.1 0.1 0.1
C -3.024546 -0.300300 4.069471 0.2 0.0 -0.1
P -2.485487 0.068714 -2.082756 0.8 0.2 0.6
C -1.954413 1.781813 -1.709521 0.0 -0.4 -0.1
N -0.934237 2.231661 -0.960419 -0.1 -0.4 0.0
C -0.864291 3.582431 -1.173557 -0.5 0.3 -0.5
C -1.869858 3.950519 -2.052720 0.5 0.0 0.5
N -2.535047 2.808866 -2.373973 0.5 -0.2 0.5
C -3.665453 2.705206 -3.256517 -0.6 -0.1 -0.5
C -2.209094 5.276501 -2.565026 -0.2 0.2 -0.2
C -2.424604 6.335056 -1.683763 -0.1 -0.2 -0.1
C -2.719992 7.592770 -2.175090 0.0 0.1 0.0
C -2.792220 7.810863 -3.542133 0.0 0.0 0.0
C -2.570061 6.764387 -4.422406 0.0 0.0 -0.1
C -2.283900 5.501421 -3.938416 0.1 0.0 0.2
C 0.183366 4.481262 -0.693084 0.0 0.3 0.2
C 0.738799 5.395779 -1.586659 -0.1 0.0 0.2
C 1.739892 6.254324 -1.175771 0.0 0.2 0.0
C 2.226003 6.187583 0.116989 -0.2 0.3 -0.1
C 1.694527 5.266313 1.006971 -0.6 0.5 0.2
C 0.648382 4.446646 0.616532 -0.5 0.3 -0.1
C -0.795333 -0.603543 -2.300147 -0.5 0.3 -0.1
N 0.308582 -0.242352 -1.653170 0.0 -0.3 -0.5
C 1.334072 -0.950467 -2.207160 -0.1 -0.5 -0.5
C 0.840156 -1.758744 -3.219286 0.5 0.3 0.5
N -0.505959 -1.511664 -3.264193 0.3 0.3 0.5
C -1.452034 -2.059774 -4.197908 -0.5 -0.3 -0.5
C 1.549126 -2.608490 -4.172879 0.1 -0.2 -0.2
C 2.719913 -2.124101 -4.757437 -0.2 0.0 0.0
C 3.364453 -2.852679 -5.737999 0.1 0.0 0.0
C 2.858799 -4.076153 -6.147011 0.0 0.0 0.0
C 1.721278 -4.582821 -5.542375 0.0 -0.1 0.0
C 1.067857 -3.859487 -4.560560 0.1 0.1 0.1
C 2.686145 -0.769267 -1.686704 0.5 0.1 0.1
C 3.508042 -1.844843 -1.361057 -0.1 0.2 -0.1
C 4.718604 -1.614873 -0.736730 0.0 0.1 0.0
C 5.117470 -0.325284 -0.413722 0.1 0.4 0.0
C 4.316367 0.745472 -0.778191 -0.1 -0.8 -0.2
C 3.107938 0.531735 -1.422141 0.3 0.0 -0.1
H -4.623808 -1.702108 -1.894263 -0.1 0.0 0.1
H -5.360705 -2.595989 -0.542139 0.0 0.1 0.0
H -5.803246 -0.905093 -0.834847 0.0 -0.1 0.0
H -3.109736 -3.436551 2.904205 0.1 0.0 0.0
H -4.556363 -4.759282 4.396389 0.0 -0.1 0.0
H -6.975875 -4.304335 4.486533 -0.1 0.0 0.1
H -7.948971 -2.528031 3.084847 -0.1 0.0 0.0
H -6.511377 -1.202909 1.587735 -0.1 0.1 0.0
H -0.179627 -1.516130 2.710464 0.1 0.0 -0.1
H 0.530796 -1.377194 5.076111 0.1 0.0 0.1
H -1.049652 -0.555230 6.792643 0.0 0.0 0.1
H -3.325782 0.116402 6.135012 -0.1 0.1 0.1
H -4.012425 0.027432 3.785843 -0.1 0.0 -0.1
H -4.118033 3.689492 -3.367043 0.0 -0.1 0.0
H -3.357638 2.344442 -4.241325 -0.1 0.1 0.1
H -4.400848 2.016679 -2.839468 0.0 0.1 -0.1
H -2.366070 6.165555 -0.619137 0.0 0.0 0.1
H -2.890158 8.410699 -1.491862 0.0 0.1 0.1
H -3.013949 8.795601 -3.921458 0.0 0.1 0.0
H -2.610906 6.931347 -5.487776 0.0 0.0 -0.1
H -2.081988 4.693406 -4.626341 0.0 -0.1 -0.1
H 0.398896 5.423541 -2.609859 0.0 0.0 -0.1
H 2.150173 6.965670 -1.875338 0.1 0.1 -0.1
H 3.017449 6.845424 0.435413 0.1 0.1 0.0
H 2.055814 5.230243 2.022844 0.0 0.0 0.1
H 0.171591 3.796905 1.331538 0.1 0.0 0.0
H -0.939231 -2.314282 -5.124744 -0.1 0.1 0.1
H -1.922203 -2.959565 -3.796285 0.0 0.0 -0.1
H -2.228374 -1.321622 -4.406192 0.1 -0.1 0.0
H 3.102764 -1.161238 -4.454163 0.0 0.1 0.0
H 4.255800 -2.456945 -6.196303 0.1 0.1 -0.1
H 3.347161 -4.628822 -6.934001 0.1 -0.1 -0.1
H 1.332526 -5.542254 -5.845045 0.0 -0.1 0.0
H 0.194873 -4.282762 -4.087257 -0.1 0.0 0.1
H 3.181790 -2.849979 -1.576778 0.0 -0.2 0.0
H 5.359150 -2.446766 -0.488189 0.1 -0.1 0.1
H 6.055594 -0.155923 0.093728 0.2 0.0 0.0
H 5.485930 2.156889 -0.006029 -0.2 -0.1 -0.1
H 2.535357 1.392107 -1.738600 -0.1 -0.1 -0.1
O 4.683840 2.064757 -0.548048 0.7 -0.6 -0.2
S 3.205376 3.361907 0.021115 0.7 0.2 0.0
O 4.188775 4.197378 0.600930 0.3 0.1 0.1
O 2.732726 3.529009 -1.300047 0.2 -0.1 -0.1
O 2.544584 2.413235 0.869144 -0.6 -0.8 -0.1
N -0.232092 1.931182 3.077112 0.0 0.2 0.0
C 0.003501 1.597371 1.983085 0.6 -0.1 -0.4
H -0.448840 2.178436 4.012974 -0.1 0.0 0.2
C 3.256423 -3.305581 4.465670 -0.1 -0.5 0.5
N 3.121561 -2.148402 3.623432 0.3 0.5 -0.1
N 2.518522 -2.183143 2.392320 -0.5 0.5 -0.1
C 2.207524 -0.897062 2.010962 0.2 -0.1 0.7
O 1.635593 -0.677532 0.908739 -0.7 0.6 -0.6
C 2.648277 -0.053934 3.054281 0.0 -0.1 -0.1
C 3.182343 -0.860772 4.032795 -0.1 -0.1 -0.5
C 3.732602 -0.507156 5.363035 0.0 -0.1 0.1
C 2.454440 -3.318931 1.558054 0.0 -0.5 -0.3
C 1.306221 -3.536626 0.804543 0.0 0.0 0.2
C 1.251769 -4.615591 -0.059539 0.0 0.0 0.0
C 2.324286 -5.485104 -0.166133 0.0 0.0 -0.1
C 3.462766 -5.268951 0.591806 0.0 0.0 0.0
C 3.537817 -4.184026 1.446553 -0.1 0.2 0.0
H 2.988610 -4.201649 3.910780 0.1 0.1 0.1
H 2.592501 -3.223081 5.327712 0.0 0.0 0.0
H 4.280957 -3.392847 4.828519 0.0 -0.1 -0.1
H 2.587479 1.014521 3.033492 0.0 0.2 0.1
H 3.877972 0.566185 5.425446 0.0 0.1 0.0
H 4.686111 -1.001972 5.541194 0.0 0.0 0.0
H 3.048426 -0.815571 6.155747 0.0 0.0 0.1
H 0.471375 -2.858573 0.888454 -0.1 0.1 0.0
H 0.361378 -4.784047 -0.645436 -0.1 0.0 -0.1
H 2.279200 -6.326463 -0.838818 0.0 -0.1 -0.1
H 4.300673 -5.941780 0.511249 0.1 -0.1 0.0
H 4.439738 -4.007469 2.011047 0.1 0.1 0.1
```
Forces are in eV/Å.